C45H51AsN6O8SSr as an isolated structure at a distorted geometry, computed with ωB97M-V with the def2-TZVPD basis set.

Element x y z (Å)
1 Sr -0.500 -0.539 -0.023
2 C -0.014 2.777 -5.221
3 O 1.016 3.491 -4.543
4 C 1.253 3.323 -3.213
5 C 3.663 3.956 -3.144
6 C 4.465 3.688 -1.872
7 C 4.024 2.935 -0.832
8 C 2.864 2.129 -0.500
9 C 2.952 1.511 0.853
10 N 1.916 1.357 1.569
11 N 2.033 0.742 2.821
12 C 1.410 -0.404 2.839
13 O 0.947 -1.046 1.834
14 C 1.199 -1.011 4.204
15 C 1.671 -0.402 5.367
16 C 1.440 -0.976 6.607
17 C 0.725 -2.166 6.709
18 C 0.246 -2.772 5.556
19 C 0.485 -2.200 4.312
20 C 1.770 1.590 -1.243
21 O 1.358 0.447 -0.963
22 H -0.535 3.501 -5.850
23 H -0.735 2.334 -4.535
24 H 0.427 1.991 -5.835
25 H 4.043 4.870 -3.618
26 H 5.472 4.090 -1.817
27 H 4.757 2.873 -0.027
28 H 3.930 1.182 1.233
29 H 2.211 0.531 5.264
30 H 1.813 -0.488 7.501
31 H 0.537 -2.610 7.680
32 H -0.323 -3.693 5.622
33 H 0.112 -2.648 3.399
34 C 0.784 6.857 -4.563
35 O -0.229 6.407 -3.681
36 C -1.304 5.775 -4.243
37 C -1.884 6.146 -5.438
38 C -2.987 5.444 -5.928
39 C -3.491 4.380 -5.203
40 C -2.908 3.996 -3.999
41 C -1.799 4.680 -3.505
42 N -1.135 4.347 -2.344
43 C -1.308 3.071 -1.691
44 N -2.459 3.092 -0.928
45 C -2.605 2.643 0.429
46 C -1.975 1.512 0.936
47 C -2.162 1.308 2.312
48 C -2.975 2.103 3.118
49 C -3.617 3.199 2.556
50 C -3.405 3.478 1.218
51 O -3.985 4.628 0.664
52 C -3.156 5.767 0.851
53 N -0.535 2.065 -1.793
54 C 0.784 2.116 -2.418
55 C 2.255 3.981 -2.639
56 C 3.931 2.794 -4.087
57 C 3.363 1.596 -4.350
58 C 2.138 0.798 -4.118
59 C 1.013 0.960 -3.394
60 O -0.049 0.138 -3.433
61 C 0.015 -1.049 -4.203
62 H 1.652 7.072 -3.943
63 H 0.483 7.766 -5.094
64 H 1.044 6.073 -5.276
65 H -1.474 6.980 -5.993
66 H -3.438 5.734 -6.868
67 H -4.340 3.819 -5.574
68 H -3.285 3.139 -3.455
69 H -0.209 4.745 -2.276
70 H -2.954 3.960 -1.063
71 H -1.662 0.467 2.801
72 H -3.102 1.877 4.173
73 H -4.253 3.859 3.136
74 H -3.627 6.600 0.329
75 H -2.155 5.601 0.438
76 H -3.058 6.006 1.914
77 H 2.199 3.924 -1.565
78 H 4.897 2.910 -4.578
79 H 4.008 1.012 -5.004
80 H 2.162 -0.108 -4.711
81 H -0.933 -1.558 -4.033
82 H 0.840 -1.679 -3.861
83 H 0.137 -0.813 -5.266
84 N -3.401 -2.406 -3.158
85 C -3.675 -2.118 -2.062
86 O 0.249 -2.511 -1.402
87 S 0.041 -3.610 -0.389
88 C 1.429 -4.743 -0.702
89 C 0.981 -5.783 -1.750
90 C -0.338 -5.299 -2.355
91 C -1.127 -4.716 -1.191
92 H 1.741 -5.193 0.241
93 H 2.223 -4.080 -1.043
94 H 0.819 -6.741 -1.248
95 H 1.753 -5.940 -2.504
96 H -0.886 -6.093 -2.862
97 H -0.161 -4.499 -3.076
98 H -1.409 -5.478 -0.456
99 H -1.992 -4.107 -1.455
100 C -5.016 -3.500 0.209
101 As -3.947 -1.911 0.521
102 C -4.222 -1.845 2.459
103 C -4.804 -0.247 0.053
104 O -2.291 -2.089 0.489
105 H -6.066 -3.204 0.206
106 H -4.832 -4.173 1.047
107 H -4.762 -3.952 -0.741
108 H -5.287 -1.847 2.710
109 H -3.761 -0.933 2.834
110 H -3.732 -2.710 2.901
111 H -5.829 -0.481 -0.240
112 H -4.282 0.211 -0.780
113 H -4.769 0.399 0.929

Forces on the atoms, in the same order (eV/Å):
Sr -0.25 1.06 0.22
C 0.07 0.00 0.07
O -0.05 0.00 -0.15
C -0.05 -0.07 0.01
C 0.02 0.09 0.01
C -0.05 -0.06 0.08
C 0.09 -0.03 -0.07
C -0.03 0.22 -0.07
C -0.08 -0.02 0.02
N 0.05 -0.18 0.16
N -0.10 0.01 -0.28
C 0.22 0.19 0.01
O -0.27 -0.22 0.27
C 0.14 -0.01 -0.08
C -0.01 -0.02 -0.02
C 0.02 0.04 -0.03
C 0.00 0.00 0.03
C -0.01 -0.01 -0.06
C 0.00 0.01 0.04
C -0.07 -0.16 0.28
O 0.60 0.12 -0.36
H 0.01 0.01 -0.02
H 0.04 -0.03 0.00
H -0.01 0.00 0.00
H -0.04 -0.01 -0.01
H -0.01 -0.01 -0.03
H 0.00 0.00 -0.01
H 0.04 0.07 0.00
H 0.00 -0.01 0.01
H -0.01 -0.02 0.01
H 0.00 0.00 -0.01
H 0.00 0.00 0.02
H 0.01 0.01 0.00
C -0.02 -0.02 0.04
O 0.07 0.08 -0.02
C -0.02 -0.07 0.04
C -0.02 -0.01 -0.02
C 0.02 0.03 -0.02
C -0.02 -0.05 0.06
C 0.01 0.05 0.00
C -0.07 0.05 -0.03
N 0.04 -0.06 0.07
C 0.09 -0.13 -0.01
N 0.01 -0.09 -0.12
C 0.08 0.09 0.03
C -0.02 -0.29 -0.02
C -0.20 0.01 0.07
C 0.03 -0.06 0.01
C -0.03 0.05 0.03
C 0.04 -0.08 0.00
O 0.04 0.09 -0.03
C -0.04 -0.02 -0.02
N -0.03 0.25 0.13
C -0.15 0.09 -0.01
C 0.11 0.03 0.06
C 0.02 -0.11 0.00
C 0.01 0.04 -0.05
C -0.01 0.08 -0.04
C -0.02 0.01 -0.08
O -0.02 -0.09 0.00
C -0.01 0.00 0.05
H 0.00 0.00 0.00
H 0.00 -0.01 0.01
H 0.00 -0.03 -0.02
H -0.01 -0.01 0.00
H 0.01 0.00 0.00
H 0.01 0.01 -0.01
H 0.01 0.00 0.01
H 0.02 -0.02 -0.05
H -0.04 0.02 0.02
H 0.00 0.03 -0.05
H -0.01 0.01 -0.01
H 0.00 -0.01 0.01
H 0.00 0.00 0.01
H 0.00 -0.01 0.00
H 0.00 0.00 0.00
H 0.01 -0.01 0.03
H 0.01 0.02 0.02
H 0.02 0.01 -0.01
H -0.02 0.00 0.03
H 0.02 0.00 -0.01
H -0.03 0.01 -0.01
H 0.01 0.00 -0.01
N 0.03 -0.05 0.07
C -0.07 0.02 -0.24
O 0.08 -0.32 0.08
S 0.04 0.00 -0.08
C -0.02 -0.15 -0.10
C 0.06 -0.01 0.09
C -0.06 0.12 -0.01
C 0.01 -0.13 0.07
H -0.03 0.02 0.00
H -0.02 0.00 -0.03
H -0.01 -0.02 -0.02
H -0.01 0.01 -0.03
H 0.01 -0.04 0.01
H 0.00 -0.02 -0.02
H -0.01 0.02 -0.03
H 0.01 0.03 -0.07
C 0.01 0.10 -0.05
As 0.26 0.00 0.61
C -0.18 0.05 -0.09
C 0.06 -0.09 -0.15
O -0.32 -0.35 -0.15
H -0.01 0.00 0.00
H -0.01 -0.03 -0.02
H 0.03 -0.03 -0.03
H 0.01 0.00 0.03
H 0.02 -0.01 0.02
H 0.01 -0.01 0.03
H -0.02 0.04 0.00
H 0.04 -0.01 -0.01
H -0.03 0.02 -0.02

Its HOMO energy is -1.245 eV. The energy above the lowest of the compared OMol25 structures with the same formula, charge and spin is 7.532 eV. Its gap between HOMO and LUMO is 5.0 eV. As for the charge: -2.

Here are the Mulliken charges for atoms 1 to 2, given in e: atom 1 (Sr): 2.0211, atom 2 (C): -0.9103